DFT (wB97M-V/def2-TZVPD) results for a molecular structure, C25H24F6N2O3PtS6Sb in a non-equilibrium geometry.

Element x y z (Å)
Pt -0.41 -0.97 0.30
C -0.98 1.02 3.99
O 0.03 0.11 3.41
C 1.20 0.71 3.11
C 1.80 1.65 3.97
C 3.14 1.97 3.83
C 3.89 1.35 2.82
C 3.34 0.46 1.94
C 1.96 0.25 1.99
N 1.41 -0.31 0.81
N 2.31 -0.60 -0.13
C 2.00 -0.51 -1.45
C 0.72 -0.13 -1.99
O -0.33 0.18 -1.24
C 0.57 -0.02 -3.40
C 1.64 -0.10 -4.25
C 2.98 -0.32 -3.74
C 4.14 -0.23 -4.57
C 5.38 -0.49 -4.03
C 5.53 -0.73 -2.64
C 4.42 -0.76 -1.81
C 3.12 -0.60 -2.37
H -0.73 1.32 5.01
H -1.91 0.44 3.96
H -1.06 1.92 3.34
H 1.22 2.08 4.77
H 3.59 2.68 4.52
H 4.92 1.62 2.72
H 3.91 -0.07 1.20
H -0.43 0.24 -3.72
H 1.52 -0.01 -5.30
H 3.97 -0.07 -5.63
H 6.24 -0.53 -4.68
H 6.53 -0.79 -2.24
H 4.47 -0.97 -0.76
F -0.82 1.99 1.19
Sb -0.21 3.57 0.22
F -0.31 2.62 -1.44
F 1.54 2.78 0.45
F -2.07 4.03 0.06
F -0.05 4.38 1.94
F 0.38 5.08 -0.70
C -3.22 -3.30 0.52
S -1.82 -2.77 -0.56
C -0.68 -4.05 -0.23
C 0.02 -4.02 0.96
S -0.05 -2.67 1.97
S 1.02 -5.40 1.26
C 0.71 -6.19 -0.29
S 1.45 -7.59 -0.69
S -0.50 -5.37 -1.30
H -3.52 -4.34 0.29
H -4.00 -2.59 0.26
H -3.00 -3.16 1.60
O -2.76 -0.33 0.11
S -2.99 1.15 -0.39
C -4.01 1.83 0.95
C -5.43 1.41 0.61
C -5.59 1.22 -0.91
C -4.30 0.87 -1.62
H -3.82 2.94 0.88
H -3.60 1.43 1.89
H -6.13 2.22 0.95
H -5.67 0.48 1.14
H -5.98 2.19 -1.34
H -6.38 0.47 -1.16
H -4.09 1.53 -2.47
H -4.24 -0.19 -1.89

Values from the calculation:
Calculated total energy = -126517.993 eV
Net charge = +2
2S+1 = 6
Kohn-Sham gap (spin up / spin down) = 4.8 / 4.9 eV
Strongest force on any atom = 3.88 eV/A